1.
The following is a quantum chemistry calculation of one molecule with the formula C5H8N2O, from OMol25.

Properties
E_HOMO: -0.3579 Eh
gap between HOMO and LUMO: 10.47 eV
SMILES: O=CN1[C@@H]2CNC[C@@H]21

Each line ends with the natural charge from an NBO analysis.
Positions of all 16 atoms, in Å:
C -1.07 0.84 2.19  0.5537
C -0.33 0.71 -0.20  -0.1041
C -0.56 -0.11 -1.48  -0.2687
C 1.02 -1.20 -0.35  -0.2378
C 0.66 0.02 0.62  -0.0902
H -0.66 1.97 1.98  0.0741
H -0.33 1.79 -0.33  0.2172
H -0.87 0.51 -2.35  0.2155
H -1.47 -0.68 -1.45  0.2186
H 1.40 -0.35 -2.19  0.3433
H 2.18 -1.42 -0.10  0.2044
H 0.47 -2.04 0.01  0.2098
H 1.46 0.47 1.08  0.2156
N -0.82 0.02 1.07  -0.4574
N 0.61 -0.99 -1.71  -0.5804
O -1.68 0.46 3.21  -0.5138

---

2.
The following is a quantum chemistry calculation of a 2-piece molecular cluster, CH3F2OP overall, from OMol25.

Properties
E_HOMO (spin up / spin down): -0.3253 / -0.2718 Eh
gap between HOMO and LUMO (spin up / spin down): 8.90 / 7.75 eV

Each line ends with the natural charge from an NBO analysis.
Positions of all 8 atoms, in Å:
C -1.75 -0.94 0.83  0.5495
O 2.01 0.81 -1.29  -0.9892
F -1.11 -0.17 0.04  -0.3121
F -1.09 -1.30 1.90  -0.3303
P 1.20 1.27 0.04  0.5786
H -2.21 -1.80 0.37  0.0956
H 2.88 0.35 -1.19  0.5055
H 0.07 1.78 -0.70  -0.0976

---

Strongest force on any atom readings, ordered: 4.803, 2.914 eV Å⁻¹
Total energy readings, ordered: -10339.2299, -17853.2877 eV